(1)
10 unconnected molecules or ions with the total composition C23H32F7N2O23 in a non-equilibrium geometry, computed with the ωB97M-V functional and the def2-TZVPD basis.

Properties
- energy relative to the best compared isomer or geometry (same formula, charge and spin) (kcal per mole) = 92.59
- net charge = +1

The geometry in XYZ format:
```
87
C23H32F7N2O23 | the OMol25 dataset | the ωB97M-V functional and the def2-TZVPD basis
N -1.18398 -3.85425 1.80608
H -1.37764 -4.24260 0.89406
H -0.42484 -3.18933 1.76520
H -0.99464 -4.54997 2.51336
H -2.06917 -3.42354 2.03197
N 1.37887 -4.59688 -0.09609
H 2.29623 -4.76053 -0.48567
H 1.03307 -3.65873 -0.23893
H 1.47306 -4.68814 0.90536
H 0.71511 -5.33989 -0.26174
C 0.70988 -0.01976 0.24190
C 0.56190 -1.48036 0.50908
O 0.09802 -2.17227 -0.41272
O 0.70265 -1.83821 1.71913
H -0.20045 0.42718 0.64145
H 0.88220 0.21777 -0.80786
H 1.62297 0.45261 0.60417
C 1.81947 5.00421 0.07080
C 2.75000 4.06992 0.72686
O 2.94081 4.68835 2.00076
C 2.53350 5.92540 2.01525
O 2.60531 6.73876 2.91651
O 2.02801 6.17774 0.77047
F 3.99578 3.87076 0.13736
H 0.78371 4.76612 0.31291
H 2.05094 4.99916 -0.99432
H 2.37874 3.08398 1.00650
C 0.15785 -4.06318 -3.56522
C -0.70806 -4.80267 -4.57782
O -0.35292 -6.14097 -4.29482
C 0.75004 -6.16891 -3.56288
O 1.41546 -7.17673 -3.43644
O 1.18353 -4.95544 -3.26891
F -0.16748 -4.44422 -5.74587
H -0.37704 -3.86173 -2.63710
H 0.69575 -3.22309 -4.00455
H -1.78939 -4.66551 -4.57402
C -2.81726 5.62536 -1.19288
C -3.84944 4.80942 -0.28530
O -3.10521 3.91268 0.53992
C -1.87092 3.95344 -0.02391
O -0.96299 3.18948 0.32955
O -1.59673 4.87761 -0.88568
F -4.51198 4.21219 -1.18020
H -2.72273 6.68724 -0.96581
H -3.09176 5.66436 -2.24703
H -4.58134 5.41296 0.25151
C 1.60021 -0.45432 -3.40905
C 2.73388 -1.40047 -2.92641
O 3.89376 -0.55260 -2.81598
C 3.44501 0.70993 -2.70875
O 4.18570 1.55200 -2.27245
O 2.14979 0.73915 -3.01992
F 3.04578 -2.25085 -3.91923
H 0.59220 -0.59319 -3.01824
H 1.43547 -0.32782 -4.47907
H 2.40383 -1.98186 -2.06550
C -2.19729 0.00220 -2.05262
C -3.60055 0.38333 -2.41315
O -3.99515 -0.41743 -3.56753
C -3.15887 -1.37236 -3.79279
O -3.21060 -2.22176 -4.61340
O -2.02098 -1.09554 -2.97350
F -3.52014 1.73095 -2.61645
H -2.22988 -0.08250 -0.96640
H -1.50724 0.79643 -2.33744
H -4.24615 0.21480 -1.55123
C -2.23783 2.94370 3.85025
C -3.12725 1.76118 3.34098
O -2.86999 0.80850 4.36017
C -1.63071 1.01841 4.85787
O -1.06376 0.15883 5.57132
O -1.10427 2.19509 4.35308
F -2.59883 1.30692 2.19363
H -2.80231 3.63253 4.47871
H -1.69813 3.39996 3.02040
H -4.15946 2.09231 3.22697
C 1.67294 -1.33610 4.52022
C 2.69645 -0.69005 3.66482
O 3.64905 -1.69407 3.60966
C 3.70850 -2.44818 4.72765
O 4.55388 -3.19688 5.14353
O 2.48399 -2.14733 5.34444
F 3.34724 0.29105 4.35807
H 0.99178 -2.04819 4.05432
H 1.16661 -0.62382 5.17167
H 2.41638 -0.25175 2.70694
```



(2)
A molecular structure, C18H28LiN4O3PTe, computed with the ωB97M-V functional and the def2-TZVPD basis.

Properties
- net charge = -2
- energy (a.u.) = -1764.57490

The geometry in XYZ format:
```
56
C18H28LiN4O3PTe | the OMol25 dataset | the ωB97M-V functional and the def2-TZVPD basis
Li 0.66544 0.20425 0.24359
C 1.99830 -4.51486 0.01124
C 2.86051 -3.59873 -0.82631
O 2.49108 -2.25913 -0.51482
P 2.94389 -0.97815 -1.37066
O 2.31584 0.17963 -0.65618
Te 2.54262 -1.33002 -3.67874
O 4.53917 -0.93544 -1.16620
C 4.99441 -0.57227 0.15046
C 6.49395 -0.75037 0.17897
H 2.25104 -5.56041 -0.18672
H 0.94669 -4.36274 -0.22689
H 2.13497 -4.32040 1.07532
H 2.71113 -3.77258 -1.89634
H 3.92516 -3.72622 -0.60145
H 4.50192 -1.19975 0.89715
H 4.70282 0.45917 0.34926
H 6.76711 -1.78793 -0.01810
H 6.88903 -0.46586 1.15667
H 6.97033 -0.12781 -0.57921
C -5.19710 3.41544 -0.67483
C -3.70856 3.16634 -0.60976
C -2.82660 4.23601 -0.67566
C -1.44830 3.97081 -0.61314
C -0.45769 5.10774 -0.68906
C -0.99661 2.68181 -0.48816
C -1.86139 1.53675 -0.40686
C -3.25306 1.86077 -0.48078
N -1.27338 0.34427 -0.28353
C -2.04991 -0.89296 -0.23826
C -2.87758 -1.12541 -1.51187
C -2.90941 -1.02829 1.02842
C -1.01053 -2.01672 -0.18556
H -5.41196 4.47860 -0.80111
H -5.69858 3.07795 0.23639
H -5.65332 2.87832 -1.51100
H -3.19155 5.25312 -0.77656
H -0.96880 6.06447 -0.81963
H 0.23235 4.97829 -1.52596
H 0.14687 5.17384 0.21853
H 0.07633 2.50718 -0.46670
H -3.99668 1.07981 -0.43316
H -3.65758 -0.38050 -1.65938
H -3.35300 -2.11226 -1.48706
H -2.21338 -1.08662 -2.37758
H -3.71905 -0.30304 1.08232
H -2.28065 -0.88595 1.90900
H -3.35152 -2.02894 1.08583
H -0.35307 -1.96964 -1.05677
H -1.49221 -3.00144 -0.17152
H -0.39935 -1.94617 0.71843
N -0.90302 -1.79832 5.83463
C -0.11880 -1.20814 5.21029
N 0.85420 -0.54096 4.63459
C 0.79417 -0.21323 3.37365
N 0.88333 0.14671 2.27083
```